Molecular formula: C11H26N2PtS4
Method: DFT, ωB97M-V/def2-TZVPD

Results
2S+1   1
Charge   +4
Frontier orbital gap (alpha / beta)   2.0 / 2.0 eV
LUMO level (alpha / beta)   -18.020 / -18.019 eV

The geometry in XYZ format:
```
44
Properties=species:S:1:pos:R:3:forces:R:3
Pt 0.921174 0.190151 0.288356 1.4 -0.2 0.9
C 3.824446 1.433364 0.184432 -0.1 -0.2 0.1
C 2.990862 2.697989 0.221101 0.0 0.2 0.1
S 1.212856 2.472723 0.644501 0.0 -0.3 0.0
C 1.050538 2.571845 2.470800 0.1 0.2 0.0
C 1.379699 1.302976 3.224003 0.1 -0.2 -0.1
S 0.362318 -0.054546 2.535740 -0.8 0.0 0.2
C 1.348402 -1.562360 2.849923 0.1 0.2 -0.1
C 0.907637 -2.633540 1.874883 0.1 -0.2 -0.1
S 0.902795 -2.131532 0.103855 0.1 0.3 0.1
C 2.570457 -2.473374 -0.592984 -0.1 -0.2 0.1
C 3.617910 -1.416178 -0.324273 -0.1 0.2 0.1
S 2.954497 0.204296 -0.854326 0.0 0.2 -1.0
H 3.999867 1.008243 1.172136 0.0 0.0 0.0
H 4.785753 1.623042 -0.296999 0.0 0.1 0.0
H 2.966137 3.181278 -0.756814 0.0 0.0 0.0
H 3.396381 3.425405 0.926591 0.0 0.0 0.0
H 0.008233 2.858412 2.621558 0.0 0.0 0.0
H 1.661122 3.412780 2.805103 0.0 0.0 0.0
H 1.101927 1.397283 4.275441 0.0 0.1 0.0
H 2.431763 1.026710 3.159221 0.0 0.0 0.0
H 1.140762 -1.868852 3.876952 0.0 -0.1 0.0
H 2.406081 -1.316921 2.759488 0.0 0.0 0.0
H -0.123354 -2.933949 2.066445 0.0 0.0 0.0
H 1.520601 -3.532839 1.956307 0.0 0.0 0.0
H 2.385904 -2.581575 -1.663246 0.0 0.0 0.0
H 2.877206 -3.452974 -0.221700 0.0 0.0 0.0
H 4.504333 -1.599122 -0.934617 0.0 -0.1 0.0
H 3.914146 -1.359989 0.722781 0.0 0.0 0.0
N -3.796321 1.843567 -2.426883 -0.9 -1.1 -0.6
C -4.582004 0.956165 -3.137385 1.1 1.4 0.3
C -5.180515 -0.202130 -2.319794 -1.5 -0.6 -0.1
C -4.056337 -1.238673 -2.328898 1.0 0.2 0.0
N -3.013096 -1.047955 -1.407965 -1.5 -1.0 0.3
H -4.015580 2.074223 -1.459937 -0.2 0.2 0.0
H -3.139309 2.459699 -2.905163 0.4 -0.2 0.0
H -4.113617 0.696159 -4.100234 -0.2 0.2 0.0
H -5.549072 1.523356 -3.467038 0.2 -0.5 0.4
H -6.032290 -0.601815 -2.873167 0.1 0.0 -0.2
H -5.606568 0.059164 -1.350145 0.4 0.2 0.2
H -3.644695 -1.388035 -3.338028 -0.1 -0.3 0.1
H -4.626038 -2.201540 -2.107419 -0.1 0.4 0.0
H -2.332114 -1.811397 -1.434844 0.7 0.6 -0.6
H -3.332897 -1.009527 -0.437774 0.0 0.5 0.0
```
Positions in Å, forces in eV/Å.

Molecular formula: C3H4N2
Method: DFT, ωB97M-V/def2-TZVPD

Results
2S+1   1
Charge   0
Frontier orbital gap   11.5 eV
LUMO level   0.695 eV
ΔE to the lowest compared entry with this formula, charge and spin   191.67 kJ/mol

The geometry in XYZ format:
```
9
Properties=species:S:1:pos:R:3:forces:R:3
N -1.414499 1.514419 -2.001802 0.5 -1.2 1.9
C -1.071886 0.930482 -1.051580 0.7 -0.1 0.6
C -0.454758 0.192992 0.185556 -0.6 1.5 -0.7
C 0.528947 -0.908107 0.006186 -0.3 1.0 1.7
N 1.005134 0.454788 0.397654 -1.0 -0.7 0.1
H -1.070261 0.158709 1.148975 0.6 0.1 -1.9
H 0.893178 -1.255787 -0.933206 -0.1 -0.2 -0.5
H 0.384949 -1.598305 0.837953 0.5 -0.3 -0.5
H 1.199195 0.510808 1.410263 -0.2 -0.1 -0.7
```
Positions in Å, forces in eV/Å.

Molecular formula: C39H33BBaF4N2O4P2
Method: DFT, ωB97M-V/def2-TZVPD

Results
2S+1   1
Charge   0
Frontier orbital gap   7.5 eV
LUMO level   -0.437 eV
ΔE to the lowest compared entry with this formula, charge and spin   202.46 kJ/mol

The geometry in XYZ format:
```
86
Properties=species:S:1:pos:R:3:forces:R:3
Ba -1.859898 -0.998352 0.373798 4.4 1.8 -4.2
C 0.229751 2.514620 0.778405 0.1 0.0 0.0
N 1.453018 1.826097 1.129733 -0.2 -0.1 -0.2
C 1.288001 0.416508 1.440318 -0.1 0.0 -0.3
P 1.387561 -0.571221 -0.158563 0.8 0.0 0.2
C 3.131299 -0.197136 -0.612963 -0.2 0.1 0.0
C 3.355498 0.906553 -1.432447 0.0 0.0 0.0
C 4.646601 1.341812 -1.691776 0.0 0.0 0.0
C 5.728737 0.658851 -1.158176 0.0 0.0 0.0
C 5.514915 -0.468590 -0.378528 0.0 -0.1 0.1
C 4.224530 -0.893862 -0.101785 0.0 0.0 0.0
C 1.541522 -2.277770 0.468318 -0.3 0.0 0.0
C 2.030428 -3.250360 -0.407263 0.0 -0.1 0.0
C 2.047416 -4.584485 -0.040406 0.0 0.0 0.0
C 1.558212 -4.966995 1.202824 0.0 0.0 0.1
C 1.058017 -4.011299 2.072088 0.0 -0.1 0.1
C 1.044686 -2.670430 1.709907 0.1 0.1 0.0
C 2.490708 2.571890 1.703429 0.1 0.1 0.0
C 3.673543 1.962085 2.138556 0.1 -0.1 0.0
C 4.716410 2.706987 2.659577 0.0 0.1 0.0
C 4.628235 4.087038 2.764175 0.0 0.0 0.0
C 3.462133 4.703860 2.345967 0.0 0.0 0.0
C 2.407108 3.965110 1.832370 -0.1 0.0 0.0
P -0.954532 1.673629 -0.404455 0.7 2.2 -0.6
C -2.191891 3.036105 -0.332288 -0.1 -0.1 0.0
C -2.525784 3.839119 -1.421474 0.0 0.0 0.0
C -3.461195 4.855961 -1.286659 0.0 0.0 0.0
C -4.079815 5.081902 -0.067820 0.0 0.0 0.0
C -3.783662 4.264184 1.013013 0.0 0.0 0.0
C -2.855812 3.243089 0.879606 0.0 0.0 0.0
C -0.197593 1.951135 -2.049704 0.0 0.1 0.1
C -0.312033 0.929339 -2.989447 0.0 0.1 0.0
C 0.217104 1.074785 -4.263525 0.0 -0.1 0.0
C 0.869089 2.247771 -4.611655 0.0 0.0 0.0
C 0.983185 3.275533 -3.685705 0.0 0.1 0.0
C 0.453413 3.129814 -2.412987 0.1 -0.1 0.0
H 0.466521 3.465776 0.307570 0.0 0.0 0.1
H -0.376293 2.727438 1.670617 0.0 0.1 0.0
H 0.304982 0.262657 1.904369 0.1 0.0 0.1
H 2.037944 0.058814 2.139822 0.0 0.1 0.1
H 2.515488 1.427047 -1.869105 -0.1 0.1 0.0
H 4.806817 2.213354 -2.314223 0.0 0.0 0.0
H 6.737597 0.995934 -1.358935 0.0 0.0 0.0
H 6.358288 -1.013423 0.027370 0.0 0.0 0.0
H 4.066651 -1.770622 0.514566 0.0 0.0 0.0
H 2.407227 -2.948367 -1.378399 0.0 0.0 0.0
H 2.429757 -5.329715 -0.726192 0.0 0.0 0.0
H 1.567586 -6.009103 1.495055 0.0 0.0 0.0
H 0.674867 -4.305965 3.040649 0.0 0.0 0.0
H 0.654204 -1.943190 2.413534 0.0 0.0 0.0
H 3.811804 0.895456 2.055789 0.0 -0.1 -0.1
H 5.615093 2.196325 2.982389 0.0 0.0 0.0
H 5.446779 4.666738 3.169309 0.0 0.0 0.0
H 3.355475 5.778724 2.421884 0.0 0.0 0.0
H 1.512126 4.500995 1.554278 0.0 0.0 0.0
H -2.063396 3.674730 -2.384107 0.0 0.0 0.0
H -3.707112 5.473050 -2.141857 0.0 0.0 0.0
H -4.800565 5.882416 0.037763 0.0 0.0 0.0
H -4.280991 4.411977 1.962924 0.0 0.0 0.0
H -2.659343 2.598429 1.728037 0.0 0.0 0.0
H -0.809689 0.006615 -2.714193 0.0 0.0 0.0
H 0.123737 0.270098 -4.981506 0.0 0.0 0.0
H 1.286996 2.364374 -5.603165 0.0 0.0 0.0
H 1.483989 4.197131 -3.955074 0.0 0.0 0.0
H 0.554930 3.942368 -1.704039 0.0 0.0 0.0
O -3.980436 -1.154359 -0.381934 -2.9 -0.4 -1.1
C -4.717799 -2.143774 -0.467648 -0.4 -0.1 -0.2
C -4.303520 -3.511631 -0.490832 0.5 -0.1 0.1
C -5.289277 -4.501933 -0.552163 -0.3 -0.2 0.0
C -4.951304 -5.828702 -0.572059 0.4 0.4 0.1
C -3.595054 -6.218539 -0.526061 -0.2 -0.1 0.0
C -2.612525 -5.279371 -0.472850 0.2 0.1 0.0
C -2.904057 -3.878319 -0.463121 -0.5 -0.6 -0.2
O -1.982329 -3.008373 -0.448300 -0.3 -3.5 -1.5
N -5.988555 -6.833820 -0.630383 -0.4 -0.3 -0.1
O -7.150624 -6.462096 -0.676559 0.2 0.0 0.0
O -5.648419 -8.004820 -0.643503 0.0 0.1 0.0
H -5.805738 -1.981637 -0.543886 0.0 0.0 0.0
H -6.336410 -4.227820 -0.585331 0.0 0.0 0.0
H -3.367887 -7.275050 -0.542862 0.0 0.0 0.0
H -1.567484 -5.559754 -0.438238 0.0 0.0 0.0
F -3.335582 -0.971975 3.909251 0.0 0.0 0.0
B -2.262363 -0.844654 3.091549 0.0 0.3 1.7
F -1.070635 -0.541919 3.721357 0.0 0.0 -0.1
F -2.064726 -2.025414 2.306353 -0.4 -1.7 3.1
F -2.505664 0.190609 2.107638 -1.2 2.0 2.9
```
Positions in Å, forces in eV/Å.

Molecular formula: C18H44N2O6Pd
Method: DFT, ωB97M-V/def2-TZVPD

Results
2S+1   3
<S²>   2.004
Charge   0
Frontier orbital gap (alpha / beta)   7.8 / 7.5 eV
LUMO level (alpha / beta)   0.663 / 0.576 eV
ΔE to the lowest compared entry with this formula, charge and spin   214.53 kJ/mol

The geometry in XYZ format:
```
71
Properties=species:S:1:pos:R:3:forces:R:3
Pd -0.226182 -0.495855 -0.077310 -1.8 0.6 0.2
C -2.333962 -4.558990 -0.486932 -0.4 -0.6 -1.0
C -2.171073 -3.328462 0.377016 1.3 1.4 1.9
C -1.397533 -3.679318 1.707990 -1.1 -0.8 -0.9
O -1.595139 -2.206983 -0.214953 0.3 -0.1 -1.1
H -3.040670 -5.282587 -0.080642 -0.4 0.3 0.4
H -1.511026 -5.226574 -0.742292 0.8 0.6 0.2
H -2.754692 -4.248541 -1.443331 -0.1 0.1 -0.1
H -3.186472 -3.025874 0.632966 -0.5 -0.2 0.4
H -1.343351 -2.903572 2.471793 0.2 0.4 -0.5
H -0.435533 -4.064752 1.370190 0.3 0.3 0.4
H -1.917422 -4.492761 2.214071 0.0 -0.4 0.0
C 2.745824 2.958786 -0.572555 -2.4 -0.1 0.2
C 1.601327 2.609653 0.486049 0.3 -1.6 -0.4
C 0.655910 3.723396 0.884919 0.1 1.1 -0.9
O 0.809520 1.505654 0.086253 0.9 0.8 0.0
H 3.032612 4.000723 -0.430370 0.8 -0.2 0.1
H 2.323321 2.873300 -1.573702 -0.2 0.1 -0.2
H 3.495813 2.169019 -0.529283 0.4 0.5 0.3
H 2.249312 2.453147 1.348451 0.0 -0.8 0.9
H -0.187563 3.434336 1.511886 -0.1 -0.6 -0.3
H 0.326893 4.110486 -0.079456 -0.7 0.3 0.1
H 1.062888 4.578291 1.424942 0.6 0.1 0.0
C 0.624309 -1.439202 -6.404255 0.3 -0.1 0.5
O 0.588993 -1.315804 -4.961735 0.2 1.4 0.1
C 1.369586 -0.166620 -4.383710 0.4 -2.0 -1.6
C 1.270781 -0.014333 -2.877036 -0.6 -0.5 0.8
N 0.645844 -1.153425 -2.148326 0.9 0.0 -0.3
C 1.683574 -2.140442 -1.756985 -0.3 -0.2 1.0
C 2.444656 -1.653391 -0.550915 0.6 0.9 0.6
O 1.566996 -1.349259 0.580886 0.8 -2.1 -0.4
C 2.207811 -1.129353 1.814949 2.0 0.9 0.0
H 0.318715 -0.530667 -6.923179 -0.2 0.1 0.2
H 0.021954 -2.287967 -6.728099 -0.6 0.3 0.5
H 1.583458 -1.750563 -6.817994 0.7 0.4 0.5
H 1.164818 0.796226 -4.851793 -0.4 -0.2 -0.3
H 2.399386 -0.440537 -4.613015 0.2 0.2 -0.2
H 0.670350 0.855142 -2.609466 0.6 0.1 0.1
H 2.293052 0.030444 -2.501486 -0.2 0.8 0.1
H -0.003641 -1.493325 -2.843118 -0.5 -0.9 0.4
H 2.436753 -2.398682 -2.501395 0.0 0.3 -0.5
H 1.352466 -3.107570 -1.378648 -1.2 0.1 -0.6
H 3.040012 -0.768815 -0.777162 -0.1 0.4 0.2
H 3.188947 -2.419369 -0.333161 -0.2 -0.2 0.6
H 2.852799 -0.262544 1.670926 -0.2 0.6 0.3
H 2.948897 -1.875599 2.101309 -0.3 -0.8 -0.4
H 1.595550 -0.977801 2.703924 -0.6 0.0 -0.8
C -0.503316 3.131056 4.989526 1.7 0.1 -0.3
O -1.059829 2.059862 4.293731 -1.5 -1.4 -0.5
C -0.268254 0.856902 4.070971 0.1 1.8 0.2
C -0.998309 -0.130091 3.172560 -0.4 -0.3 0.9
N -1.273909 0.420277 1.839369 -0.2 0.4 -0.3
C -2.697475 0.827266 1.634249 -0.1 -1.0 -1.2
C -2.914120 1.448954 0.177595 2.2 1.8 2.6
O -2.040092 0.950414 -0.797384 0.1 -0.5 -1.2
C -1.742244 2.001162 -1.720316 -0.6 0.2 -0.7
H 0.147077 2.819019 5.806671 0.0 -0.3 0.3
H -1.198969 3.859015 5.406949 -0.6 -0.5 -0.3
H 0.147935 3.655080 4.289988 0.2 0.4 0.0
H 0.032090 0.493975 5.053914 -0.1 -0.6 0.0
H 0.632992 1.173458 3.545942 0.4 0.0 -0.1
H -1.900824 -0.483569 3.671177 -0.3 0.2 -0.1
H -0.391521 -1.032291 3.095536 0.1 0.1 -0.1
H -0.877252 1.347098 1.900676 1.1 0.1 -0.7
H -2.779780 1.619530 2.378339 -1.2 0.0 -0.1
H -3.336067 -0.041968 1.791509 -0.1 0.1 0.2
H -2.474300 2.423986 0.387338 0.0 0.7 0.1
H -3.900114 1.788460 -0.139691 -0.5 -1.2 -0.1
H -1.145819 1.724580 -2.589727 0.2 -0.8 0.5
H -1.246966 2.864293 -1.275551 0.0 -0.2 0.4
H -2.679801 2.314468 -2.179586 -0.3 0.3 0.1
```
Positions in Å, forces in eV/Å.

Molecular formula: C14H25BN6SiSn
Method: DFT, ωB97M-V/def2-TZVPD

Results
2S+1   1
Charge   +2
Frontier orbital gap   6.9 eV
LUMO level   -8.699 eV
ΔE to the lowest compared entry with this formula, charge and spin   0.00 kJ/mol

The geometry in XYZ format:
```
48
Properties=species:S:1:pos:R:3:forces:R:3
H -0.512257 3.034763 0.769250 0.1 -0.1 -0.3
N 0.027979 1.727144 -0.836926 0.2 0.2 0.0
B 0.797026 0.747023 -3.067246 0.0 0.1 0.7
N 0.647570 1.931707 -2.050980 -0.4 -0.4 0.3
C 0.895040 3.242593 -2.204573 -0.2 -0.5 0.3
Sn -0.406837 -0.396877 -0.151710 8.2 4.7 -1.1
H 1.362580 3.589186 -3.118327 -0.1 0.1 0.2
C 0.455154 3.901094 -1.067278 0.0 0.3 0.3
H 0.515594 4.958906 -0.873860 0.0 0.0 0.0
C -0.075133 2.926390 -0.219935 0.4 -0.3 -1.0
H 1.187866 1.124400 -4.134092 -0.1 -0.1 0.2
C -1.599506 -2.106344 0.654029 -3.1 0.2 0.0
H -1.823133 -2.134108 1.721378 0.0 0.4 -0.1
H -0.625170 -2.586955 0.474317 0.2 0.6 -0.2
H -2.336248 -2.651327 0.062746 -0.1 0.1 0.1
N -0.626126 0.117802 -3.143642 -0.6 -0.3 0.5
N 1.711702 -0.372908 -2.467419 -0.4 -0.4 0.4
N -1.257481 -0.376552 -2.015843 -1.1 -0.4 -1.4
N 1.337487 -1.048200 -1.322187 0.4 -0.1 0.0
C -1.447403 -0.009221 -4.192834 0.1 -0.1 0.9
C 2.838035 -0.918414 -2.954878 -0.6 -0.2 0.9
H -1.112711 0.334738 -5.166647 -0.2 -0.1 0.2
H 3.263833 -0.530327 -3.865821 0.1 -0.1 0.0
C -2.632071 -0.598826 -3.749513 -0.4 -0.1 -0.1
C 3.228817 -1.947035 -2.098029 -0.4 0.1 0.3
C -2.486477 -0.819699 -2.386302 0.6 0.5 -1.1
C 2.276613 -1.992372 -1.069958 0.2 0.8 -1.3
H -3.488343 -0.833468 -4.360654 0.0 0.0 0.1
H 4.087313 -2.573786 -2.201659 0.2 -0.2 0.0
H -3.176664 -1.257992 -1.679292 0.0 0.1 -0.1
H 2.232273 -2.640710 -0.204124 0.0 0.1 -0.1
H -1.955304 -0.759378 0.292745 -2.2 -4.3 1.9
C -1.442793 0.791268 3.479083 0.2 0.1 -0.2
Si 0.260506 0.012226 3.367794 -0.1 0.0 1.2
C 1.417974 0.972884 4.490440 0.1 0.0 -0.4
C 0.168052 -1.758989 3.986516 0.1 0.1 -0.2
C 0.894354 0.034861 1.591292 -0.2 -0.1 -0.5
H -1.809983 0.687711 4.512046 0.0 0.1 -0.4
H -2.170468 0.312538 2.809768 -0.1 0.1 0.1
H -1.397128 1.863624 3.238209 -0.1 -0.2 0.1
H 1.054600 0.939778 5.526827 0.0 0.0 -0.3
H 2.430852 0.548237 4.474613 -0.2 0.1 0.0
H 1.484719 2.027223 4.189969 0.0 -0.2 0.1
H -0.409456 -2.416143 3.324233 0.1 -0.1 0.2
H 1.181538 -2.173890 4.086891 -0.3 0.0 0.0
H -0.302590 -1.771376 4.980516 0.1 -0.1 -0.3
H 1.269995 1.043036 1.336242 -0.3 -0.4 -0.1
H 1.748909 -0.651433 1.447524 -0.4 0.1 0.0
```
Positions in Å, forces in eV/Å.

Molecular formula: C7H10O
Method: DFT, ωB97M-V/def2-TZVPD

Results
2S+1   1
Charge   0
Frontier orbital gap   9.5 eV
LUMO level   0.745 eV
ΔE to the lowest compared entry with this formula, charge and spin   296.51 kJ/mol

The geometry in XYZ format:
```
18
Properties=species:S:1:pos:R:3:forces:R:3
O 1.923390 -0.636468 -1.599106 3.4 4.3 2.5
C 0.836029 -0.164942 -0.786935 1.5 -2.9 -1.4
C -0.556993 -0.115649 -1.314725 0.2 -0.5 -0.3
C -1.255320 0.055285 0.043597 -3.1 -1.3 -0.8
C -0.688468 -1.062057 0.989501 -1.7 -0.6 -0.6
C 0.718056 -0.718331 0.638530 2.6 -0.8 0.8
C 0.854398 0.784505 0.238890 1.5 2.3 5.1
C -0.551854 1.268566 0.518377 -0.4 4.1 -0.5
H 2.827237 0.015914 -1.174119 -4.1 -3.2 -2.2
H -0.736824 0.786796 -1.975608 0.1 -1.4 0.4
H -0.728202 -1.114351 -1.694709 -0.7 0.1 -0.9
H -2.379739 -0.030705 -0.174895 1.4 0.7 1.0
H -1.000941 -0.941221 2.094021 0.5 0.0 -1.8
H -1.082942 -2.086072 0.603108 1.0 1.5 0.8
H 1.636689 -1.119096 1.206252 -1.6 0.5 -1.3
H 1.731302 1.242488 0.815162 -1.2 -0.4 -1.5
H -0.837953 2.284606 0.022393 0.4 -1.9 0.1
H -0.707864 1.550732 1.550267 0.1 -0.5 0.6
```
Positions in Å, forces in eV/Å.

charge of number 1 (C11H26N2PtS4)?
+4